ORCA calculation (ωB97M-V/def2-TZVPD) on a structure of composition C22H29N3P2Sn at a distorted geometry.

```
! RIJCOSX wB97M-V def2-TZVPD def2/J DEFGRID3
* xyz 2 1
C -2.2844 -4.4498 -0.4382
C -1.2039 -3.7259 -0.9425
C -1.4739 -2.9072 -2.0814
C -2.7737 -2.2514 -2.0372
C -3.8761 -2.9339 -1.4526
C -3.6213 -4.1315 -0.7986
C -2.9436 -1.0514 -2.7089
C -1.9095 -0.5966 -3.5082
C -0.6545 -1.3290 -3.5078
C 0.4846 -0.5407 -3.8307
C 0.3016 0.4723 -4.7698
C -0.9971 0.8928 -5.1544
C -2.0960 0.4662 -4.4301
H -2.0976 -5.2728 0.2559
H -4.8930 -2.5428 -1.6165
H -4.4545 -4.7532 -0.4421
H -3.6141 -0.2362 -2.1710
H 1.1682 0.9573 -5.2196
H -1.1313 1.6413 -5.9456
H -3.1128 0.8608 -4.5753
N -0.5702 -2.5889 -3.0281
Sn -0.9683 0.8308 0.3020
C 0.0560 -3.5286 -0.1725
H 0.9043 -3.4276 -0.8506
H 0.2270 -4.3491 0.5223
C 1.6956 -0.6160 -2.9669
H 1.9254 -1.6558 -2.7441
H 2.5464 -0.1492 -3.4541
P -0.0193 -1.9452 0.8774
P 1.4581 0.2744 -1.3319
C 1.9049 1.9816 -1.8392
H 2.0420 2.6206 -0.9528
H 2.8457 1.9412 -2.4068
H 1.1184 2.4061 -2.4764
C 3.0637 -0.2002 -0.5761
H 3.8630 0.3314 -1.1151
H 3.1047 0.0690 0.4889
H 3.2172 -1.2827 -0.6889
C -1.1802 -2.4700 2.2014
H -0.9193 -3.4910 2.5219
H -1.0928 -1.7838 3.0597
H -2.2163 -2.4533 1.8349
C 1.5442 -2.1401 1.8230
H 1.6970 -1.2643 2.4715
H 1.4650 -3.0430 2.4500
H 2.4005 -2.2352 1.1400
H -1.6351 -0.0966 -0.8159
H -2.2908 1.8913 0.1145
N 0.3600 1.6013 4.1706
C 1.5845 2.0327 3.6431
C 1.4934 1.8587 2.2824
N 0.2130 1.3425 2.0109
C -0.4178 1.1805 3.1824
H 0.0982 1.6167 5.1744
H 2.3913 2.4384 4.2271
H 2.2028 2.0421 1.4937
H -1.4327 0.7935 3.3302
*
```

Computed properties:
**Kohn-Sham gap (alpha / beta)**: 0.188 / 0.188 Ha
**E_tot**: -1916.270442 a.u.



ORCA calculation (ωB97M-V/def2-TZVPD) on an isolated molecule of C22H29N5O2 at a distorted geometry.

```
! RIJCOSX wB97M-V def2-TZVPD def2/J DEFGRID3
* xyz 0 1
C 4.0677 -2.6793 -0.4204
C 4.6548 -1.2978 -0.7203
C 6.1601 -1.3592 -0.4555
C 6.8037 -0.0002 -0.6668
C 6.1251 0.9804 0.2737
C 4.6174 1.0484 0.0172
C 4.0094 1.9853 1.0667
N 4.0098 -0.2803 0.1055
C 2.5671 -0.2426 -0.1124
C 1.8039 -0.8538 1.0775
C 0.6657 0.0484 1.5548
N -0.2781 0.3155 0.4931
C -0.3685 1.5074 -0.1110
O 0.2604 2.4960 0.2044
C -1.3596 1.5214 -1.2923
N -2.7243 1.2107 -0.9125
N -3.5124 2.2741 -0.7742
C -4.7624 2.1346 -0.4721
C -5.3348 0.8562 -0.2978
C -4.4925 -0.2476 -0.4547
N -5.1950 -1.3982 -0.2658
C -6.4968 -1.0771 0.0114
C -7.5814 -1.9052 0.2706
C -8.7974 -1.3055 0.5206
C -8.9414 0.0844 0.5152
C -7.8721 0.9141 0.2595
C -6.6318 0.3349 0.0036
C -3.0997 -0.1108 -0.7628
O -2.2922 -1.0328 -0.8877
H 3.0378 -2.7717 -0.7500
H 4.1081 -2.8666 0.6491
H 4.6527 -3.4406 -0.9315
H 4.5041 -1.0732 -1.7975
H 6.3224 -1.6787 0.5755
H 6.6050 -2.1033 -1.1190
H 7.8758 -0.0468 -0.4652
H 6.6668 0.3203 -1.7027
H 6.2903 0.6622 1.3047
H 6.5467 1.9799 0.1521
H 4.4584 1.4817 -0.9911
H 3.0019 2.3052 0.8185
H 3.9902 1.4821 2.0299
H 4.6241 2.8782 1.1521
H 2.2433 0.7893 -0.2416
H 2.3004 -0.7613 -1.0412
H 1.3965 -1.8313 0.8142
H 2.5054 -0.9919 1.8995
H 1.0589 1.0126 1.8832
H 0.1363 -0.4243 2.3887
H -0.7802 -0.4709 0.0901
H -1.0301 0.7823 -2.0288
H -1.3599 2.5235 -1.7214
H -5.3275 3.0474 -0.3761
H -4.8014 -2.3224 -0.3307
H -7.4724 -2.9792 0.2747
H -9.6600 -1.9215 0.7252
H -9.9128 0.5102 0.7161
H -7.9855 1.9873 0.2556
*
```

Computed properties:
**Kohn-Sham gap**: 0.305 Ha
**Energy relative to the best compared isomer or geometry (same formula, charge and spin)**: 90.1 kJ/mol
**E_tot**: -1280.034745 a.u.
**Structure (SMILES)**: C[C@@H]1CCC[C@H](C)N1CCCNC(=O)Cn1ncc2c([nH]c3ccccc32)c1=O



ORCA calculation (ωB97M-V/def2-TZVPD) on an isolated molecule of C22H29NO6.

```
! RIJCOSX wB97M-V def2-TZVPD def2/J DEFGRID3
* xyz 0 1
C -7.7510 -0.5226 -0.1384
C -6.2521 -0.5480 0.1239
O -5.6410 0.2636 -0.8634
C -4.3459 0.6714 -0.7408
C -4.0007 1.7500 -1.5475
C -2.7227 2.2753 -1.5586
C -1.7529 1.7388 -0.7325
C -0.3531 2.2882 -0.6722
C 0.6576 1.2292 -1.0044
O 0.2335 0.3807 -1.9061
C 1.9024 1.1107 -0.3984
C 2.3377 2.0949 0.5944
O 1.8122 3.1835 0.7439
C 3.5017 1.6949 1.4738
C 4.6242 1.0501 0.6654
C 5.1169 2.0129 -0.4172
C 5.7881 0.6817 1.5875
C 4.0521 -0.2162 0.0314
C 2.7632 -0.0206 -0.7176
N 2.3750 -0.8329 -1.6379
C 3.0676 -2.0260 -2.0087
C 2.9783 -3.1144 -0.9543
O 2.5808 -2.9746 0.1695
O 3.4078 -4.2854 -1.4354
C -2.0840 0.6584 0.0765
C -3.3529 0.0980 0.0773
O -3.6867 -0.9978 0.8321
C -2.6952 -1.6137 1.6267
C -3.3342 -2.8201 2.2981
H -7.9582 -0.8996 -1.1361
H -8.2645 -1.1419 0.5917
H -8.1249 0.4956 -0.0700
H -6.0353 -0.1555 1.1240
H -5.8738 -1.5745 0.0629
H -4.7738 2.1625 -2.1764
H -2.4914 3.1080 -2.2049
H -0.1475 2.7117 0.3119
H -0.2380 3.1003 -1.3941
H 0.9691 -0.3135 -2.0346
H 3.1306 0.9831 2.2171
H 3.8510 2.5849 1.9999
H 5.4732 2.9364 0.0332
H 5.9360 1.5681 -0.9795
H 4.3164 2.2606 -1.1108
H 6.5780 0.1858 1.0269
H 6.2049 1.5753 2.0460
H 5.4575 0.0129 2.3793
H 3.8541 -0.9575 0.8124
H 4.7946 -0.6529 -0.6429
H 4.1356 -1.8702 -2.2197
H 2.6032 -2.4097 -2.9224
H 3.3408 -4.9781 -0.7586
H -1.3143 0.2435 0.7085
H -1.8500 -1.9326 1.0011
H -2.3258 -0.9110 2.3869
H -4.1709 -2.5035 2.9150
H -2.6018 -3.3259 2.9208
H -3.7015 -3.5125 1.5455
*
```

Computed properties:
**Kohn-Sham gap**: 0.299 Ha
**Energy relative to the best compared isomer or geometry (same formula, charge and spin)**: 105.3 kJ/mol
**E_tot**: -1361.930348 a.u.
**Structure (SMILES)**: CCOc1ccc(C/C(O)=C2\C(=O)CC(C)(C)C\C2=N/CC(=O)O)cc1OCC



ORCA calculation (ωB97M-V/def2-TZVPD) on a structure of composition C22H30AsBF2IN6O2Ru at a distorted geometry.

```
! RIJCOSX wB97M-V def2-TZVPD def2/J DEFGRID3
* xyz 0 2
Ru 0.6623 -0.2128 -0.3201
F -2.7670 1.1861 -0.8142
B -1.8318 1.5739 -1.7197
F -2.3646 2.3644 -2.6769
C 2.4703 2.1501 -2.8056
As 1.7886 0.3164 -2.7010
C 0.7436 0.2920 -4.3554
C 3.3757 -0.6601 -3.3880
O -0.5987 1.2487 -1.6682
H 2.9038 2.3363 -3.7908
H 3.2289 2.3037 -2.0381
H 1.6458 2.8417 -2.6349
H 1.3647 0.6123 -5.1939
H -0.1006 0.9684 -4.2450
H 0.3650 -0.7092 -4.5575
H 3.7759 -0.1774 -4.2793
H 3.0742 -1.6763 -3.6454
H 4.1518 -0.7063 -2.6253
I -3.4778 3.5201 2.9996
C -1.8261 2.6550 2.0754
C -0.7233 3.3135 1.5743
N 0.0883 2.3623 1.0877
N -0.4324 1.1436 1.2425
C -1.5975 1.2954 1.8403
H -0.4933 4.3592 1.5408
H 0.9803 2.4646 0.6128
H -2.2250 0.4617 2.0823
N 2.3554 -3.0718 3.0427
C 2.1815 -2.0747 2.0879
O 0.8855 -1.5340 2.0194
C 3.2629 -1.3001 1.5740
C 4.5738 -1.7698 1.6544
N 5.6414 -2.1992 1.7215
C 2.9567 -0.1440 0.8982
N 2.6592 0.8603 0.3545
H 3.2930 -3.4334 3.1242
H 1.6328 -3.7793 3.0575
C 1.4656 1.4164 5.6642
C 0.4230 0.3024 5.5131
C 0.6420 -0.7612 6.5991
C -0.9927 0.8774 5.6299
C 0.5891 -0.3303 4.2101
C 0.6146 -0.8699 3.1374
H 1.4043 1.8574 6.6560
H 1.2995 2.1988 4.9278
H 2.4682 1.0195 5.5227
H 0.5376 -0.3079 7.5824
H 1.6364 -1.1958 6.5218
H -0.0875 -1.5626 6.5069
H -1.1441 1.2714 6.6328
H -1.7320 0.1024 5.4388
H -1.1403 1.6797 4.9103
C 0.9762 -5.5860 -3.8010
C 0.8161 -4.4762 -2.8158
C 1.8720 -4.0980 -1.9838
C 1.7021 -3.0759 -1.0796
N 0.5445 -2.4027 -0.9458
C -0.4790 -2.7533 -1.7423
C -0.3863 -3.7717 -2.6650
H 1.8171 -6.2163 -3.5205
H 1.1637 -5.1962 -4.8025
H 0.0772 -6.1951 -3.8462
H 2.8239 -4.6036 -2.0374
H 2.5052 -2.7855 -0.4103
H -1.4069 -2.2041 -1.6006
H -1.2406 -4.0272 -3.2728
*
```

Computed properties:
**Kohn-Sham gap (alpha / beta)**: 0.222 / 0.203 Ha
**Energy relative to the best compared isomer or geometry (same formula, charge and spin)**: 367.4 kJ/mol
**<S²>**: 0.777
**E_tot**: -4188.212783 a.u.